# 1
Formula: C41H123N6O19
Source: OMol25
Level of theory: wB97M-V/def2-TZVPD

Structure (XYZ):
```
189
Properties=species:S:1:pos:R:3
C 0.4175 1.3849 -2.1498
C 1.2752 0.8781 -1.0085
C 1.4116 1.9590 0.0160
C 0.0864 2.1432 0.7394
C -0.2227 0.8553 1.4720
C -0.3977 -0.2734 0.5283
N 0.8238 -0.3857 -0.3570
O 0.6421 -1.4025 -1.3263
C -1.7561 -0.1878 -0.1933
C -0.4975 -1.5368 1.3988
C 2.5576 0.4075 -1.6605
H -0.5747 1.6989 -1.8265
H 0.1974 0.7116 -2.9677
H 0.9728 2.2033 -2.6046
H 1.7851 2.8027 -0.5408
H 2.2045 1.6009 0.7339
H -0.7139 2.3980 0.1063
H 0.1935 2.9144 1.5094
H -1.1745 0.8786 2.0041
H 0.5487 0.6337 2.2303
H -1.9721 0.8111 -0.5700
H -2.5025 -0.6213 0.4803
H -1.7462 -0.8932 -1.0183
H -1.3811 -1.4650 1.9989
H 0.4374 -1.6246 1.9635
H -0.4457 -2.2985 0.6069
H 3.3624 0.2407 -0.9131
H 3.0017 1.0857 -2.3747
H 2.3766 -0.5469 -2.1814
C -0.9520 -5.1396 2.7832
C 0.2951 -5.9209 2.3754
C 0.2708 -6.4927 0.9503
O -0.9037 -7.0881 0.4396
C -1.1967 -8.4071 0.8903
N 1.5862 -5.2547 2.6301
H -1.8137 -5.7592 3.0793
H -1.2276 -4.4705 1.9523
H -0.6957 -4.5853 3.6805
H 0.2623 -6.8662 2.9582
H 1.1750 -7.1771 1.0007
H 0.5399 -5.7297 0.1813
H -0.4067 -9.1161 0.6044
H -2.1763 -8.6462 0.4292
H -1.2514 -8.4356 2.0356
H 1.5207 -4.2523 2.9122
H 2.2248 -5.2481 1.8755
C -5.5312 -1.5560 7.8995
C -6.3756 -1.4423 6.5567
C -5.7953 -2.4635 5.4394
O -4.9237 -1.6642 4.6813
C -4.2733 -2.3655 3.6491
N -7.7595 -1.5007 6.9254
H -5.9860 -2.4210 8.4035
H -5.6628 -0.6687 8.5177
H -4.5061 -1.8133 7.7019
H -6.2260 -0.4918 6.0616
H -6.6048 -2.8686 4.8192
H -5.2152 -3.3717 5.8094
H -4.9051 -3.0806 3.0911
H -3.4361 -2.8531 4.0701
H -3.9150 -1.6562 2.9333
H -8.0756 -2.4282 7.3467
H -8.3415 -1.2968 6.0932
C -5.0322 5.0191 2.3237
C -4.7527 4.0155 3.4684
C -3.3538 3.4109 3.4232
O -3.0758 2.6378 2.2821
C -3.7362 1.3472 2.4117
N -4.9193 4.7601 4.7176
H -6.0369 5.4499 2.2456
H -4.8377 4.4543 1.4076
H -4.3332 5.8741 2.4819
H -5.4661 3.1658 3.4026
H -3.2173 2.7109 4.2898
H -2.6164 4.2037 3.5147
H -3.1380 0.7593 3.0686
H -3.7933 0.9633 1.3460
H -4.7519 1.4967 2.8548
H -4.4047 4.3822 5.4932
H -5.9000 4.6682 4.9290
C -0.4689 -1.2819 5.9444
C 0.4194 -0.7764 4.8223
C 0.9620 0.5622 5.1138
O 1.8290 0.5735 6.3087
C 2.4575 1.8354 6.4249
N 1.4147 -1.7737 4.6145
H 0.2355 -1.6761 6.6250
H -1.0425 -2.1531 5.7066
H -1.0536 -0.5051 6.5107
H -0.1100 -0.6221 3.8395
H 0.1495 1.3206 5.3184
H 1.5161 0.8464 4.2375
H 3.2696 1.7262 7.1875
H 1.7088 2.6047 6.7303
H 2.8516 2.1484 5.4420
H 1.9513 -1.5916 3.7660
H 2.2514 -1.7222 5.2472
C -0.0239 -1.6299 -6.7373
C 0.6007 -0.2865 -6.4180
C -0.6446 0.6682 -6.1777
O -1.4942 0.7141 -7.3175
C -1.8573 2.0238 -7.7272
N 1.4868 -0.2224 -5.2310
H -0.4206 -2.1110 -5.8243
H 0.6970 -2.3402 -7.1321
H -0.8156 -1.4976 -7.5236
H 1.2078 0.0566 -7.2168
H -0.2786 1.7008 -5.9246
H -1.2193 0.3583 -5.2113
H -1.7624 2.7217 -6.8913
H -2.8747 2.0219 -8.1969
H -1.1755 2.2996 -8.5493
H 1.0472 -0.7375 -4.4274
H 2.3824 -0.6907 -5.4927
C -5.4358 0.8361 -3.9489
C -4.0359 0.4990 -4.2392
O -3.2366 0.1259 -3.1380
H -5.9051 -0.0307 -3.5410
H -5.8489 1.1244 -4.8732
H -5.5648 1.5224 -3.1500
H -3.5515 1.4326 -4.5934
H -4.0278 -0.2624 -5.0256
H -3.4527 -0.7901 -2.9068
C -2.7803 -3.6421 -1.5185
C -3.9717 -3.3655 -2.4577
O -3.4514 -2.6014 -3.5824
H -3.0677 -4.3692 -0.7063
H -2.2309 -2.7998 -1.1330
H -2.0646 -4.2301 -2.1048
H -4.8438 -2.8217 -2.0707
H -4.4589 -4.2270 -2.8687
H -2.5093 -2.6616 -3.5463
C 4.9994 4.3468 0.2462
C 5.7831 3.6387 -0.8464
O 5.2026 2.3551 -1.0857
H 5.1063 5.4086 0.1886
H 5.1919 3.9299 1.2196
H 3.8919 4.1874 0.0574
H 6.7872 3.4994 -0.5784
H 5.8265 4.1873 -1.8718
H 4.4689 2.6252 -1.7086
C 5.2517 2.4849 -5.5202
C 3.7955 2.4556 -5.9221
O 2.9677 2.2304 -4.8102
H 5.6500 1.5162 -5.3920
H 5.4277 3.0153 -4.5915
H 5.9198 3.0025 -6.2208
H 3.5620 1.7385 -6.6811
H 3.5362 3.3687 -6.4508
H 2.3501 1.4332 -4.9002
C 8.1423 0.8939 -0.9268
C 7.7557 -0.0610 -2.0561
O 6.5724 0.5166 -2.7151
H 7.9845 1.9377 -1.3345
H 9.1669 0.7703 -0.6235
H 7.4281 0.7883 -0.1297
H 7.5574 -1.1072 -1.7220
H 8.5925 -0.1082 -2.7561
H 6.2038 1.0766 -1.9999
C 1.0340 6.0533 0.1605
C 1.7299 6.5781 -1.1140
O 1.6979 5.6822 -2.2645
H 1.4915 6.5525 1.0539
H 1.2545 5.0192 0.3695
H -0.0048 6.2509 0.2237
H 2.8012 6.7317 -0.9445
H 1.3582 7.5732 -1.4277
H 0.8033 5.3984 -2.4632
O 2.0578 -3.4403 -0.6686
H 1.7875 -4.2374 -1.0932
H 1.5282 -2.5957 -1.0879
O -0.8514 -1.5758 -3.2655
H -0.3108 -1.3083 -2.4301
H -1.4971 -0.8516 -3.3957
O 3.6784 3.7629 -2.7858
H 2.8335 4.1231 -2.4028
H 3.3171 3.1567 -3.5018
O 4.6141 -3.4069 -1.9519
H 3.7719 -3.5429 -1.4691
H 4.9602 -2.6129 -1.5464
O 2.9190 -1.4403 1.1694
H 2.1831 -0.9349 0.6847
H 2.7263 -2.2788 0.7521
O 2.1933 -2.9067 -3.6820
H 2.9918 -3.2932 -3.2435
H 1.8073 -2.3932 -2.9870
O 4.6610 0.9573 1.4612
H 4.8047 1.3878 0.6229
H 4.5154 -0.0019 1.3906
```

Properties
- ΔE to the lowest compared entry with this formula, charge and spin: 0.0 kcal/mol
- Gap between HOMO and LUMO: 7.15 eV
- LUMO level: 1.97 eV
- Net charge: -1
- E_tot: -3393.846750 Eh
- HOMO energy: -5.178 eV

# 2
Formula: C50H56BrF10N4O4PdS2Si
Source: OMol25
Level of theory: wB97M-V/def2-TZVPD

Structure (XYZ):
```
129
Properties=species:S:1:pos:R:3
Pd 0.8120 -1.4727 1.3259
C 3.9128 -2.7505 3.6835
N 3.3091 -3.1217 2.4228
C 3.8860 -2.5974 1.2134
C 4.0234 -1.0941 1.2440
N 2.7411 -0.4264 1.4442
C 2.7156 0.8832 1.7143
C 3.8391 1.7682 1.7822
F 5.0695 1.3440 1.4950
C 3.7018 3.1023 2.0927
F 4.7659 3.8925 2.1235
C 2.4467 3.6451 2.3472
F 2.3250 4.9280 2.6416
C 1.3142 2.8384 2.2623
F 0.1124 3.3578 2.4872
C 1.4587 1.5176 1.9459
F 0.3278 0.7802 1.8640
C 2.7675 -4.4395 2.3142
C 1.2329 -4.4385 2.1434
N 0.9168 -3.6258 0.9977
C 0.4087 -4.1425 -0.1362
C 0.7068 -3.4826 -1.3517
F 1.5711 -2.4630 -1.3359
C 0.1879 -3.8866 -2.5589
F 0.5027 -3.2447 -3.6804
C -0.6743 -4.9783 -2.6030
F -1.1873 -5.3701 -3.7598
C -1.0001 -5.6574 -1.4328
F -1.8585 -6.6674 -1.4796
C -0.4611 -5.2593 -0.2284
F -0.8947 -5.8786 0.8703
H 4.9761 -3.0156 3.7545
H 3.3777 -3.2460 4.4906
H 3.8121 -1.6799 3.8730
H 3.2409 -2.8758 0.3724
H 4.8833 -3.0097 0.9822
H 4.4598 -0.7445 0.3015
H 4.7068 -0.7946 2.0402
H 2.9806 -5.0253 3.2109
H 3.2065 -4.9854 1.4708
H 0.7950 -3.9690 3.0264
H 0.8910 -5.4665 2.0476
O -0.8799 -1.5071 -0.2582
S -1.9412 -0.5292 -0.7421
C -2.8198 0.0197 0.7321
C -4.0002 0.8610 0.3396
C -3.8292 2.0090 -0.4277
C -4.9246 2.7704 -0.8021
C -6.1996 2.3962 -0.4012
C -6.3751 1.2580 0.3717
C -5.2797 0.4892 0.7358
C -3.1899 -1.5668 -1.5322
C -4.0217 -2.4632 -0.6588
C -5.4062 -2.4384 -0.7891
C -6.2009 -3.2646 -0.0090
C -5.6173 -4.1141 0.9195
C -4.2368 -4.1346 1.0628
C -3.4414 -3.3203 0.2717
H -2.0730 0.5865 1.2912
H -3.0906 -0.8674 1.3072
H -2.8339 2.3131 -0.7254
H -4.7830 3.6609 -1.3986
H -7.0539 2.9949 -0.6841
H -7.3660 0.9657 0.6899
H -5.4168 -0.4083 1.3245
H -2.5782 -2.1271 -2.2464
H -3.8114 -0.8787 -2.1082
H -5.8663 -1.7635 -1.4999
H -7.2754 -3.2421 -0.1253
H -6.2366 -4.7578 1.5283
H -3.7750 -4.7859 1.7921
H -2.3718 -3.3106 0.4100
C 3.5955 1.1072 -4.1851
C 3.3769 2.3674 -3.3341
C 3.8334 3.5827 -4.1616
C 4.3172 2.2374 -2.1240
Si 1.5275 2.5364 -2.8562
Br 1.2395 0.9116 -1.2782
C 0.2935 2.0483 -4.2409
C -1.1501 2.3721 -3.8275
C 0.3040 0.5454 -4.5655
C 0.6046 2.8213 -5.5352
C 1.1043 4.1599 -1.9271
C -0.1703 4.0571 -1.0768
C 0.9263 5.3228 -2.9200
C 2.2334 4.5319 -0.9529
H 4.6658 0.9976 -4.3769
H 3.1027 1.1655 -5.1524
H 3.2556 0.2030 -3.6788
H 4.8701 3.4308 -4.4737
H 3.8044 4.5098 -3.5930
H 3.2427 3.7223 -5.0656
H 5.3230 2.0240 -2.4944
H 4.0276 1.4172 -1.4676
H 4.3802 3.1461 -1.5317
H -1.4281 1.8693 -2.8989
H -1.8235 2.0122 -4.6100
H -1.3337 3.4380 -3.7157
H 0.0316 -0.0585 -3.7003
H 1.2591 0.1865 -4.9375
H -0.4387 0.3626 -5.3467
H 0.6134 3.9021 -5.3955
H -0.1675 2.5976 -6.2763
H 1.5577 2.5298 -5.9706
H -1.0646 3.9163 -1.6768
H -0.2956 4.9913 -0.5223
H -0.1168 3.2458 -0.3499
H 0.0661 5.1880 -3.5732
H 1.8032 5.4786 -3.5468
H 0.7629 6.2470 -2.3583
H 2.4603 3.7132 -0.2626
H 1.9174 5.3931 -0.3585
H 3.1538 4.8109 -1.4600
O 1.6407 0.5324 4.5929
S 1.0745 -0.7414 4.9586
O 1.8247 -1.6003 5.8253
N 0.6341 -1.5390 3.5907
C -0.7003 -1.7214 3.5331
O -1.2258 -2.1967 2.5161
C -1.4476 -1.1901 4.7011
C -2.8083 -1.2140 4.9471
C -3.2600 -0.6046 6.1100
C -2.3698 0.0054 6.9926
C -1.0023 0.0308 6.7408
C -0.5751 -0.5729 5.5763
H -3.4837 -1.6964 4.2531
H -4.3162 -0.6019 6.3395
H -2.7502 0.4702 7.8911
H -0.3131 0.5052 7.4241
```

Properties
- ΔE to the lowest compared entry with this formula, charge and spin: 0.0 kcal/mol
- Gap between HOMO and LUMO (alpha / beta): 8.76 / 6.00 eV
- LUMO level (alpha / beta): -1.95 / -4.74 eV
- Net charge: +1
- E_tot: -7244.992891 Eh
- Spin multiplicity: 5
- HOMO energy (alpha / beta): -10.702 / -10.740 eV